No. 1
{
  "formula": "C4H39NO16",
  "method": "the ωB97M-V functional and the def2-TZVPD basis",
  "gap_ev": 8.93,
  "homo_ev": -9.00,
  "lumo_energy_ev": -0.1,
  "multiplicity": 1,
  "species": ["C", "C", "C", "O", "N", "C", "O", "H", "H", "H", "H", "H", "H", "H", "H", "H", "H", "H", "H", "H", "O", "H", "H", "O", "H", "H", "O", "H", "H", "O", "H", "H", "O", "H", "H", "O", "H", "H", "O", "H", "H", "O", "H", "H", "O", "H", "H", "O", "H", "H", "O", "H", "H", "O", "H", "H", "O", "H", "H", "O"],
  "xyz": [[-0.38487, -0.12004, -0.49080], [0.70909, 0.31122, 0.48777], [0.08540, 1.43917, 1.39844], [-0.30113, 0.90390, 2.64434], [1.97129, 0.81683, -0.07422], [2.42788, 0.21291, -1.27698], [1.53988, 0.76241, -2.32715], [-0.09811, -0.63200, -1.40723], [-1.21836, -0.61604, 0.00432], [-0.79354, 0.83640, -0.84204], [1.00527, -0.47532, 1.18500], [-0.88142, 1.72065, 0.98052], [0.70450, 2.34004, 1.43638], [0.41668, 0.70332, 3.29552], [2.20039, 1.79766, -0.05655], [3.40897, 0.58785, -1.56567], [2.34201, -0.86915, -1.23434], [1.72457, 1.71229, -2.29539], [-2.57210, -1.95855, 1.94243], [-2.78810, -3.36275, 1.49125], [-2.07240, -2.74728, 1.61765], [1.06275, -3.25711, -1.26389], [0.92967, -3.17031, 0.25922], [1.56004, -3.31890, -0.45486], [-1.70667, 3.49052, -1.12931], [-2.85335, 2.95597, -0.25410], [-2.31780, 3.75266, -0.41023], [-2.11293, 3.90188, -3.45150], [-1.49144, 2.51332, -3.22597], [-1.32749, 3.46892, -3.07608], [-1.14046, 0.27155, -3.43580], [-1.92956, 0.90919, -4.51853], [-1.90737, 0.88214, -3.54158], [-0.81339, -2.86468, 2.72820], [-0.07558, -3.30659, 4.13523], [-0.06879, -2.72167, 3.35853], [2.25776, 4.62410, -1.78228], [3.33449, 4.02667, -0.92186], [2.52176, 3.77730, -1.38720], [3.83220, -2.74210, 0.60273], [2.51399, -2.94528, 1.59332], [3.43359, -2.65667, 1.47999], [3.72314, -1.11576, 2.23929], [3.70668, 0.32669, 1.66029], [3.77719, -0.17312, 2.48385], [0.89752, -0.11452, -3.74870], [0.71558, -0.94865, -5.12655], [0.26431, -0.35645, -4.48388], [1.46578, -1.05710, 3.92515], [2.45968, 0.11405, 3.65628], [1.58716, -0.11730, 4.05535], [-3.55573, -0.13104, 2.92188], [-1.92244, -0.01837, 2.76500], [-2.77024, -0.32402, 2.38453], [-3.28956, -4.18913, -0.39565], [-3.41238, -2.63525, -0.75243], [-3.78703, -3.37863, -0.24539], [-3.43026, 0.88988, 0.24884], [-3.78284, 0.86690, -1.31795], [-3.77383, 1.40738, -0.48717]],
  "atomic_forces_ev_per_a": [[-0.3, 1.1, -0.5], [0.3, 1.1, 1.0], [-0.6, -1.3, -0.1], [-0.5, 0.4, 0.6], [1.1, -1.1, 0.1], [-1.3, 2.0, -0.2], [0.7, -0.8, -0.7], [0.2, -0.4, 0.3], [0.2, -0.3, 0.3], [-0.1, -0.2, -0.3], [-0.3, -0.3, -0.1], [0.3, 0.4, -0.3], [0.2, -0.1, 0.3], [0.1, -0.1, -0.7], [-0.7, 0.2, 0.1], [0.3, -0.5, 0.4], [0.0, 0.0, -0.3], [-0.2, 0.0, -0.2], [0.7, 0.2, -0.1], [-0.2, -0.5, -0.3], [0.1, 0.4, 0.6], [-0.4, 0.0, -0.4], [-0.3, 0.1, -0.2], [0.3, -0.1, 0.3], [-0.5, 0.4, 0.2], [0.1, 0.3, -0.3], [0.5, -0.2, 0.0], [0.4, -0.1, 0.4], [0.1, 0.2, 0.1], [-0.2, 0.1, -0.4], [-0.6, 0.5, 0.0], [-0.2, 0.1, 0.6], [0.4, -0.7, -0.6], [-0.1, -0.3, 0.6], [-0.5, 0.2, -0.8], [0.9, 0.1, 0.3], [-0.3, -0.4, 0.0], [-0.2, -0.3, -0.1], [0.4, 0.5, 0.0], [-1.1, -0.4, 0.2], [0.7, 0.0, -0.9], [0.5, 0.2, 1.0], [0.0, 0.1, -0.3], [-0.3, -0.2, 0.0], [0.4, 0.4, 0.2], [-0.3, 0.0, -0.9], [-0.4, 0.7, 0.9], [1.0, -0.7, -0.1], [-0.2, -0.4, -0.2], [-0.4, -0.5, 0.0], [0.6, 0.7, 0.5], [0.9, 0.2, 0.1], [0.0, 0.5, 0.2], [-0.9, -0.2, -0.4], [0.2, 0.4, -0.5], [0.1, -0.9, 0.3], [-0.7, 0.2, -0.3], [0.1, -0.5, -0.1], [0.3, 0.6, 1.3], [-0.4, -0.5, -1.0]],
  "mulliken_charge": [-1.04, 1.33, -0.88, -0.58, 0.01, -0.60, -0.42, 0.30, 0.13, 0.17, -0.49, 0.34, 0.32, 0.43, 0.34, 0.40, 0.22, 0.16, 0.36, 0.34, -0.70, 0.28, 0.27, -0.64, 0.35, 0.37, -0.66, 0.31, 0.43, -0.69, 0.41, 0.29, -0.66, 0.43, 0.23, -0.56, 0.27, 0.27, -0.55, 0.28, 0.31, -0.64, 0.46, 0.28, -0.79, 0.43, 0.29, -0.74, 0.26, 0.44, -0.72, 0.25, 0.33, -0.64, 0.32, 0.33, -0.67, 0.35, 0.31, -0.72]
}

No. 2
{
  "formula": "C15H25CuO4P",
  "method": "the ωB97M-V functional and the def2-TZVPD basis",
  "gap_ev": [6.91, 6.88],
  "total_charge": 2,
  "homo_ev": [-16.44, -16.45],
  "lumo_energy_ev": [-9.5, -9.6],
  "multiplicity": 2,
  "species": ["Cu", "C", "O", "C", "O", "C", "O", "C", "O", "C", "H", "H", "C", "H", "H", "C", "C", "C", "P", "C", "C", "C", "C", "C", "C", "H", "H", "H", "H", "H", "H", "H", "H", "H", "H", "H", "H", "H", "H", "H", "H", "H", "H", "H", "H", "H"],
  "xyz": [[-2.42505, 2.02339, -0.56158], [-2.81413, 0.34128, -1.38383], [-3.03482, -0.80247, -1.63144], [-3.23082, 1.58698, -2.32077], [-3.78546, 1.64876, -3.35732], [-0.13618, 2.73878, -1.43750], [0.79151, 3.12107, -2.00574], [-4.23187, 1.00876, 1.01443], [-5.10636, 0.34627, 1.32795], [-1.74288, 2.99444, 1.24555], [-2.15679, 2.46633, 2.13637], [-0.62493, 3.06131, 1.21576], [-2.55087, 3.82160, 0.45337], [-2.09181, 4.57168, -0.16756], [-3.59758, 3.92676, 0.70315], [2.04562, -0.06255, -2.36595], [0.71615, -0.49550, -1.67392], [0.28383, -1.87641, -2.13269], [0.91944, -0.18966, 0.20892], [-0.43715, -0.62709, 1.44082], [-0.60736, -2.10734, 1.76387], [-0.15090, 0.17618, 2.74171], [2.33589, -1.20685, 0.79667], [2.48000, -2.57831, 0.15240], [3.62698, -0.37991, 0.66923], [2.85819, -0.80472, -2.23296], [2.38676, 0.92036, -2.00540], [1.83888, 0.05193, -3.44808], [-0.08580, 0.23376, -1.92369], [0.52000, -2.67863, -1.44471], [-0.79025, -1.90681, -2.29540], [0.73315, -2.11613, -3.10346], [-1.34946, -0.21702, 0.96443], [0.30348, -2.50179, 2.19552], [-1.38750, -2.23274, 2.51340], [-0.88216, -2.69181, 0.88702], [-0.20217, 1.26939, 2.55927], [-0.90410, -0.10342, 3.51112], [0.85665, -0.06790, 3.14265], [2.12377, -1.31363, 1.87866], [2.62977, -2.53005, -0.93141], [3.34271, -3.09883, 0.58243], [1.61868, -3.20999, 0.35353], [3.45335, 0.68877, 0.80100], [4.33147, -0.66619, 1.45433], [4.13011, -0.53204, -0.29015]],
  "atomic_forces_ev_per_a": [[0.6, 0.5, 0.6], [2.5, -10.2, 4.1], [-0.1, 4.9, -0.4], [-5.3, 6.0, -8.9], [2.6, -1.2, 4.5], [3.2, 1.3, -2.4], [-3.2, -1.3, 2.1], [-2.6, -1.6, 0.8], [2.1, 1.5, -0.7], [-0.4, 1.0, 0.0], [0.2, 0.3, -1.0], [-1.2, 0.0, -0.1], [1.3, -0.9, 1.7], [0.0, 0.1, -0.3], [-0.1, 0.0, -0.1], [-0.2, 0.3, 0.0], [0.3, 1.3, 0.3], [-0.7, -0.5, 0.0], [0.0, -2.7, -0.3], [-0.6, 1.3, -0.1], [0.2, -0.1, -0.6], [0.1, 0.2, 0.0], [0.4, 0.9, 0.5], [-0.1, -0.4, -0.1], [0.5, 0.1, 0.2], [-0.6, 0.4, -0.1], [0.1, -0.4, -0.1], [0.1, -0.2, 0.5], [0.5, -0.3, -0.1], [0.1, -0.1, 0.0], [-0.1, -0.1, 0.1], [0.1, 0.2, 0.2], [0.2, -0.2, 0.3], [0.2, -0.2, 0.1], [-0.1, 0.2, 0.0], [0.0, -0.1, 0.0], [0.1, -0.7, 0.3], [0.5, 0.2, -0.5], [-0.7, 0.2, -0.1], [0.1, 0.0, -0.5], [0.1, 0.0, 0.3], [0.0, 0.3, 0.0], [-0.1, -0.1, -0.1], [0.0, 0.1, 0.0], [-0.1, -0.1, -0.1], [-0.2, 0.0, 0.1]],
  "lowdin_spin": [0.00, 0.01, 0.01, -0.01, -0.01, 0.01, 0.01, 0.00, 0.00, 0.00, 0.00, 0.00, 0.00, 0.00, 0.00, 0.00, 0.08, 0.03, 0.60, 0.08, 0.03, 0.01, 0.06, 0.02, 0.02, 0.00, 0.00, 0.00, 0.00, 0.00, 0.00, 0.01, 0.00, 0.00, 0.01, 0.00, 0.00, 0.00, 0.00, 0.00, 0.00, 0.01, 0.00, 0.01, 0.00, 0.00]
}

No. 3
{
  "formula": "C3H8O2S",
  "method": "the ωB97M-V functional and the def2-TZVPD basis",
  "gap_ev": [9.31, 4.46],
  "total_charge": 1,
  "homo_ev": [-14.02, -13.91],
  "lumo_energy_ev": [-4.7, -9.5],
  "multiplicity": 2,
  "species": ["O", "C", "C", "C", "S", "H", "H", "H", "H", "H", "H", "H", "H", "O"],
  "xyz": [[0.90548, -0.85263, 2.83245], [-0.02609, -1.29712, 2.13694], [-0.70570, -0.45242, 1.03100], [-0.05009, -0.74097, -0.36434], [-1.14728, 0.05472, -1.68198], [-0.12237, -2.41143, 2.08333], [-1.77126, -0.49972, 1.16446], [-0.34252, 0.62634, 1.29558], [0.10454, -1.98920, -0.42503], [1.02296, -0.33062, -0.38344], [-0.78487, -0.81082, -2.62462], [2.33871, 1.96074, -1.50878], [1.84308, 3.45727, -1.82954], [1.68944, 2.61076, -1.29268]],
  "atomic_forces_ev_per_a": [[-3.2, -0.9, -1.9], [4.0, 0.2, 0.5], [2.3, 2.8, 1.1], [0.2, -2.7, 1.2], [1.4, -0.8, 1.6], [-0.7, 0.5, 0.3], [-0.6, -0.2, -0.6], [-1.0, -1.7, -0.3], [-0.7, 3.4, -0.8], [-1.7, -0.2, -0.3], [0.0, -0.2, -0.6], [1.0, -0.2, -0.5], [0.0, -2.1, 1.1], [-1.1, 2.1, -0.6]],
  "lowdin_spin": [0.02, 0.00, 0.01, 0.07, 0.81, 0.00, 0.00, 0.00, 0.01, 0.03, 0.03, 0.00, 0.00, 0.01]
}